Entry 1:
112
Properties=species:S:1:pos:R:3:forces:R:3 method="wB97M-V/def2-TZVPD" homo_energy_ha=-0.18277 de_lowest_kj_mol=183.28 total_energy_ev=-173147.49802 largest_force_ev_per_a=1.3 total_charge=-1
Hg 1.197468 -0.635959 0.148416 -0.19 -0.44 0.07
C 0.256995 2.295067 -2.108461 -0.03 0.22 0.05
O 0.829523 1.037072 -2.389430 0.13 -0.44 0.17
C 2.090136 1.167238 -3.020267 0.29 -0.27 -0.07
C 2.712371 -0.214081 -3.228499 -0.35 0.38 -0.25
O 3.221940 -0.827484 -2.066196 -0.21 -0.05 0.49
C 4.463496 -0.301524 -1.628457 0.30 -0.13 0.34
C 4.916759 -1.077142 -0.390777 -0.06 0.03 -0.44
O 4.185155 -0.759545 0.772951 -0.46 -0.06 -0.16
C 4.627950 0.411525 1.428611 0.05 0.16 0.14
H 0.204161 2.902194 -3.022880 -0.07 -0.01 0.08
H -0.748861 2.107259 -1.733831 0.08 0.15 -0.04
H 0.843153 2.828833 -1.354729 -0.12 -0.02 -0.08
H 1.954445 1.650688 -4.002194 0.06 -0.09 0.07
H 2.759510 1.793540 -2.419706 -0.18 -0.08 -0.19
H 1.937228 -0.896904 -3.592936 0.12 0.12 -0.13
H 3.516482 -0.112934 -3.972726 -0.11 -0.08 0.01
H 5.206384 -0.413388 -2.431226 0.02 -0.02 0.06
H 4.383867 0.761518 -1.382724 -0.01 -0.24 -0.11
H 4.757427 -2.149426 -0.555235 0.12 0.13 -0.06
H 5.984977 -0.881817 -0.227296 -0.03 -0.07 -0.01
H 4.646147 1.286955 0.772741 0.05 -0.20 0.01
H 3.919327 0.598489 2.232246 0.12 0.02 0.05
H 5.632660 0.254624 1.841047 -0.04 0.05 0.00
N 0.280732 -2.389951 2.562236 0.09 -0.03 0.17
P -0.526754 -2.495553 0.699778 -0.30 0.17 -0.60
C -0.910192 -2.763600 -1.178062 0.04 0.22 0.14
C -0.063494 -2.813622 -2.276034 -0.01 0.12 0.03
C -0.562541 -3.098760 -3.534960 0.16 -0.01 -0.12
C -1.915113 -3.353367 -3.708228 -0.13 -0.05 -0.12
C -2.768635 -3.308786 -2.618326 -0.13 -0.16 -0.15
C -2.263416 -3.016231 -1.365836 0.09 0.11 0.15
C 0.337694 -4.107371 0.594971 0.06 0.08 0.14
C 1.702281 -4.191646 0.333307 0.07 0.01 0.15
C 2.309302 -5.424014 0.186988 0.15 -0.02 -0.04
C 1.571891 -6.588978 0.313415 0.00 -0.10 -0.01
C 0.216932 -6.512241 0.584836 0.00 -0.18 -0.04
C -0.400799 -5.281930 0.712843 0.01 0.17 0.13
C 0.926057 -1.493761 3.310954 -0.05 -0.16 0.07
C 1.429502 -1.813984 4.599083 0.17 0.07 0.26
C 2.061201 -0.847596 5.333154 -0.11 -0.13 -0.11
C 2.206744 0.432906 4.796176 0.08 0.34 0.00
C 1.700044 0.665183 3.535011 0.14 0.15 0.37
N 1.076215 -0.252375 2.808586 0.03 -0.12 -0.41
H 0.225452 -3.305390 2.996235 0.15 0.03 -0.06
H 0.997019 -2.625493 -2.143369 0.10 0.02 -0.01
H 0.110614 -3.128922 -4.383153 0.00 -0.02 -0.07
H -2.302355 -3.586235 -4.691056 -0.02 0.02 -0.06
H -3.827022 -3.500814 -2.737164 -0.06 0.01 -0.07
H -2.921874 -2.960953 -0.504269 -0.14 0.01 0.02
H 2.290555 -3.282613 0.265783 0.02 -0.08 -0.02
H 3.366942 -5.475320 -0.023649 0.14 -0.01 -0.02
H 2.050395 -7.551075 0.203333 0.05 -0.09 -0.01
H -0.360738 -7.418528 0.693598 -0.08 -0.09 0.01
H -1.461429 -5.227656 0.921428 -0.08 0.00 -0.03
H 1.308078 -2.818307 4.982579 -0.01 -0.06 -0.02
H 2.442438 -1.071406 6.321374 0.03 -0.04 0.03
H 2.698874 1.219147 5.347006 0.02 0.09 0.01
H 1.777506 1.639344 3.069368 0.10 0.16 -0.02
C -1.612578 0.881490 1.670991 -0.52 -0.12 -0.15
H -1.583891 1.407003 2.622867 -0.06 0.05 0.08
H -0.893502 1.362402 1.009571 0.03 0.04 -0.10
H -1.292490 -0.142526 1.841827 0.01 0.00 -0.03
F 3.192231 6.294752 -0.491132 0.25 -0.24 0.22
C 2.583742 5.138609 -0.709491 -0.57 0.24 -0.10
F 2.446035 4.967687 -2.028329 0.03 -0.11 -0.04
F 1.341274 5.273777 -0.212270 -0.02 -0.20 0.17
S 3.367197 3.602724 0.090837 -0.20 0.80 0.37
O 2.230412 2.850286 0.528843 -0.22 -0.50 -0.15
O 4.272177 4.081242 1.085032 0.12 0.27 0.25
N 4.075003 2.841107 -1.099444 -0.05 0.19 0.10
S 5.231190 3.615211 -1.832061 1.32 -0.08 -0.21
O 5.157847 5.031219 -1.669251 0.29 0.35 0.07
O 5.443398 3.082610 -3.142185 -0.15 -0.37 -0.02
C 6.825510 3.094733 -0.947441 0.12 -0.04 -0.09
F 6.970614 3.554262 0.290993 -0.35 0.11 -0.06
F 6.916037 1.756011 -0.891365 -0.27 -0.14 -0.05
F 7.881169 3.521530 -1.652010 -0.17 0.17 -0.19
C -3.450395 0.906603 -3.832963 0.03 -0.02 -0.08
C -4.471757 1.551548 -3.153526 -0.16 0.07 -0.12
C -4.473134 1.577597 -1.770370 -0.12 0.11 0.17
C -3.459779 0.959472 -1.047705 0.06 0.03 0.60
C -2.447545 0.314968 -1.740855 0.09 -0.04 0.15
C -2.434234 0.291202 -3.123315 0.09 -0.07 -0.16
Ge -3.438076 0.949168 0.926946 -0.01 0.06 0.01
C -4.140570 2.709815 1.518133 0.12 -0.68 -0.18
C -5.332518 2.951221 2.185565 -0.05 -0.19 -0.02
C -5.655142 4.234471 2.600348 -0.16 0.07 0.09
C -4.782267 5.283440 2.363880 -0.08 0.10 0.02
C -3.592220 5.053771 1.693082 0.04 0.13 0.00
C -3.282563 3.776194 1.271803 0.06 -0.11 -0.05
C -4.489121 -0.659547 1.427268 0.37 0.64 -0.08
C -3.970874 -1.612446 2.293891 0.11 0.15 0.07
C -4.620061 -2.819077 2.488369 0.00 -0.14 0.10
C -5.799299 -3.088196 1.815220 -0.03 -0.08 0.03
C -6.333268 -2.138904 0.959872 -0.19 -0.05 -0.08
C -5.680940 -0.934966 0.768675 -0.03 0.16 -0.06
H -3.443789 0.892273 -4.914801 0.01 0.00 -0.05
H -5.263565 2.041675 -3.705491 -0.03 0.02 -0.01
H -5.261268 2.099659 -1.239833 -0.07 0.07 -0.03
H -1.646832 -0.163076 -1.191369 0.12 -0.06 -0.04
H -1.619686 -0.194957 -3.637450 0.09 -0.10 -0.06
H -6.005910 2.126648 2.393171 -0.05 0.03 0.01
H -6.590088 4.417373 3.114845 -0.01 0.00 0.04
H -5.027660 6.281039 2.701709 -0.03 0.05 0.01
H -2.903962 5.864695 1.505038 0.05 0.09 -0.01
H -2.351724 3.589915 0.753223 0.15 0.09 -0.06
H -3.041258 -1.415328 2.808193 0.14 -0.07 0.05
H -4.195891 -3.554975 3.156959 0.04 -0.06 0.04
H -6.300751 -4.036271 1.951861 -0.03 -0.06 0.02
H -7.253682 -2.343138 0.430630 -0.07 -0.02 -0.03
H -6.092351 -0.200898 0.086633 -0.05 -0.03 -0.10

Entry 2:
119
Properties=species:S:1:pos:R:3:forces:R:3 method="wB97M-V/def2-TZVPD" homo_energy_ha="-0.35078 / -0.36178" total_energy_ev=-243052.79312 spin_multiplicity=5 largest_force_ev_per_a=3.0 total_charge=+1
Rh 0.405132 -0.583527 0.337411 -2.36 0.96 1.57
C -2.521586 -2.338409 1.282364 1.02 -0.24 -0.20
N -2.598096 -2.005075 -0.158845 -1.11 0.36 0.68
C -3.893333 -1.329872 -0.536222 1.42 -0.30 0.26
C -1.595102 -2.200711 -1.017244 0.74 -1.69 -0.50
N -0.301973 -2.297611 -0.593849 -1.06 -0.99 0.08
C 0.516112 -3.425002 -0.908029 -0.04 1.01 -1.12
C -0.030333 -4.657071 -1.199635 0.48 -0.07 -0.03
C 0.755873 -5.685031 -1.807324 0.32 0.30 -0.24
C 2.094393 -5.487175 -2.060757 -1.46 0.85 1.64
C 2.738365 -4.329699 -1.516595 -0.94 -0.64 -1.34
C 4.139974 -4.307594 -1.649090 -0.82 0.24 0.76
C 4.736988 -3.192907 -1.176312 1.72 -0.41 -0.25
C 4.074954 -2.065583 -0.778935 -1.70 1.35 0.46
C 2.679173 -2.019354 -0.746017 0.63 0.09 -1.31
N 2.091423 -0.753219 -0.586666 2.37 0.88 -0.85
C 2.646210 0.398547 -1.071074 0.59 -1.86 -2.06
N 2.823964 1.452937 -0.280139 0.64 0.09 0.04
C 2.710580 2.809488 -0.727358 -0.39 1.70 -0.08
C 3.493075 1.373006 1.027952 -1.98 -0.65 0.50
N 2.981974 0.448337 -2.413011 0.26 0.82 1.21
C 4.001380 1.369988 -2.981580 -0.84 0.36 0.41
C 2.414386 -0.495047 -3.355957 -0.25 -0.20 0.17
C 1.944206 -3.225267 -1.050891 0.51 -0.13 0.31
N -1.929950 -2.393739 -2.345230 0.66 -0.18 0.86
C -0.944919 -2.203355 -3.365528 1.18 0.69 -1.51
C -3.114578 -3.165356 -2.717861 0.13 1.00 -0.42
H -3.301473 -3.063070 1.550657 0.10 0.17 -0.21
H -2.631734 -1.451122 1.906224 -0.20 0.14 -0.20
H -1.527904 -2.761755 1.555902 -0.73 0.19 -0.54
H -3.945501 -0.404569 0.022436 0.04 0.22 0.27
H -4.719591 -1.968258 -0.200484 0.05 0.08 -0.67
H -3.827087 -1.051092 -1.596497 -0.52 -0.40 0.40
H -1.080718 -4.793778 -0.972163 -0.03 -0.20 -0.22
H 0.309112 -6.619540 -2.134457 -0.19 0.19 0.15
H 2.699827 -6.209916 -2.543967 0.34 -0.68 -0.33
H 4.680453 -5.182195 -2.000249 -0.10 0.25 0.04
H 5.794302 -3.155451 -1.138880 1.05 0.03 -0.10
H 4.612743 -1.134933 -0.549300 -0.09 -0.55 -0.05
H 2.069478 2.929546 -1.604523 0.08 -0.35 0.18
H 3.675183 3.267322 -0.963688 0.13 -0.15 -0.04
H 2.263165 3.459414 0.062535 0.48 -0.91 -0.57
H 4.261304 2.129771 0.999097 0.34 0.09 0.43
H 3.878537 0.368537 1.271861 -0.11 0.53 -0.43
H 2.672250 1.597451 1.758002 1.14 0.14 -0.09
H 4.919623 1.415804 -2.394562 -0.16 -0.15 0.19
H 3.582748 2.389879 -3.072199 0.39 -0.54 -0.17
H 4.254178 0.994322 -3.967489 -0.01 0.02 -0.05
H 1.624400 -1.012261 -2.793300 0.25 0.11 -0.74
H 3.177516 -1.223891 -3.659040 -0.20 0.03 0.02
H 2.033935 0.030535 -4.257622 0.10 -0.27 0.64
H -0.096565 -1.566368 -3.039274 -0.84 -0.53 0.11
H -1.372485 -1.671695 -4.236466 -0.20 -0.06 0.45
H -0.503341 -3.109335 -3.833860 -0.33 0.01 0.78
H -3.610148 -3.359934 -1.767657 -0.61 -0.17 -0.68
H -2.869784 -4.089280 -3.233592 0.46 -0.31 0.22
H -3.665542 -2.578769 -3.490634 -0.25 -0.33 0.95
F -2.602713 5.505597 -1.931100 1.15 -0.43 -0.82
C -1.512696 4.957173 -2.564439 -1.01 -1.37 2.08
C -1.170368 3.615963 -2.215458 1.01 0.01 -0.65
C -0.096098 3.041898 -2.940558 -1.73 0.85 0.10
F 0.002467 1.699961 -3.000373 0.61 0.15 0.52
C 0.676994 3.827079 -3.784338 0.53 -0.58 -0.19
F 1.721629 3.303499 -4.477143 -0.69 0.17 0.45
C 0.341406 5.149109 -4.006110 0.43 0.05 -1.28
F 1.041644 5.806707 -4.949788 -0.41 -0.14 0.74
C -0.809486 5.701199 -3.473556 0.17 0.89 -0.41
F -1.189267 6.926516 -3.872777 0.15 -0.70 0.46
Ge -2.058448 2.651794 -0.649109 0.01 0.38 0.86
S -1.518780 0.785747 0.621080 0.05 1.84 -1.58
C -3.996927 2.534670 -1.172293 0.70 0.00 -0.61
C -5.073294 2.404403 -0.307578 -0.04 -0.22 1.26
F -4.857583 2.217104 1.032039 0.03 0.53 -1.01
C -6.402926 2.405936 -0.724702 -0.19 -1.28 -0.99
F -7.473526 2.374513 0.086354 0.95 0.07 -0.24
C -6.587170 2.117585 -2.086858 -0.01 0.56 -0.64
F -7.790449 1.922977 -2.612482 -0.13 -0.05 0.46
C -5.526529 2.143637 -2.996549 -0.24 0.14 -1.14
F -5.726637 1.947233 -4.343116 -0.06 0.33 1.76
C -4.276015 2.499230 -2.548428 0.30 0.35 0.35
F -3.357824 2.881849 -3.476501 -0.63 -0.84 0.55
C -1.761078 4.087698 0.739638 -0.54 0.82 -0.04
C -0.577540 4.395273 1.438367 -0.28 -0.74 -0.54
F 0.641791 4.029696 0.952589 -1.04 -0.53 0.54
C -0.569346 5.134999 2.594812 1.41 1.14 0.35
F 0.638034 5.207351 3.277561 -1.88 0.34 -0.76
C -1.641101 6.030845 2.829387 0.98 0.12 1.00
F -1.505930 7.037210 3.712967 -0.15 -0.91 -0.50
C -2.771045 5.893637 2.069325 -1.30 1.26 -0.54
F -3.806285 6.790656 2.095007 1.24 -0.92 0.56
C -2.826098 4.918705 1.091744 -0.63 -0.79 -0.63
F -4.027899 4.849686 0.437770 1.16 -0.03 0.51
C -1.096436 -2.489871 4.413046 -0.32 -0.52 1.48
Si -0.367707 -0.761655 4.486574 -0.14 -0.15 -0.09
C -1.694545 0.513692 4.157409 -0.87 0.62 -1.25
C 0.367952 -0.510325 6.194202 0.50 1.49 0.06
As 1.228813 -0.748745 2.609454 -0.53 -0.21 1.68
Si 2.833351 -2.381178 3.204745 1.05 -0.46 0.42
C 2.732510 -2.789024 5.047710 -1.85 -0.98 -0.10
C 2.376065 -3.967794 2.316161 0.31 -1.10 -1.05
C 4.625029 -1.728011 2.870806 -0.13 -0.78 0.20
H -2.215313 -2.377204 4.371836 1.02 -0.48 -0.36
H -0.872931 -2.976712 5.415951 -0.32 0.57 -1.03
H -0.641041 -3.169766 3.683915 -0.55 0.20 -0.12
H -1.321416 1.541162 4.190151 0.39 -0.04 -0.26
H -2.455457 0.566376 4.944571 0.00 -0.59 0.02
H -2.238659 0.430319 3.145172 0.89 -0.04 1.58
H -0.342510 -0.013977 6.899723 0.35 -0.41 -0.64
H 1.227085 0.194259 6.085338 -0.50 -0.36 0.24
H 0.762702 -1.397536 6.670074 -0.05 -0.26 -0.03
H 1.678147 -2.993788 5.440894 1.23 0.51 -0.72
H 3.146995 -1.978006 5.591923 0.39 0.68 0.83
H 3.243608 -3.726072 5.304925 0.31 0.30 -0.30
H 2.527437 -4.866402 2.960840 -0.23 0.78 -0.10
H 2.992928 -4.226194 1.403654 -0.67 0.64 0.76
H 1.311054 -3.951959 1.999479 0.57 -0.09 0.12
H 5.345068 -2.560733 3.172677 -0.82 1.11 -0.44
H 4.834917 -0.832146 3.484423 -0.07 -0.45 -0.18
H 4.786332 -1.462938 1.808624 0.00 -0.34 0.54